(1)
100
Properties=species:S:1:pos:R:3:forces:R:3:mulliken_charge:R:1 method="wB97M-V/def2-TZVPD" multiplicity=2 s_squared=0.75 total_charge=0 homo_energy_ev="-7.723 / -7.756" e_tot_ha=-4300.57727
C -1.76604 -1.73326 -5.84208 0.4 0.1 -0.5 -1.687
C -1.43060 -2.24730 -4.47972 -0.2 -0.7 0.7 0.282
H -2.07881 -2.57339 -6.48196 0.0 0.3 0.1 0.450
H -0.88779 -1.29256 -6.33055 -0.2 0.1 0.0 0.245
H -2.55822 -0.98106 -5.82506 0.2 -0.1 0.0 0.247
C -0.81190 -3.42778 -4.33031 -0.5 0.4 0.2 0.274
C -0.21976 -4.18122 -5.45691 0.2 -0.6 -0.5 -1.745
H -0.83611 -3.96472 -3.38235 0.3 0.5 -0.2 0.648
H 0.53859 -3.62622 -6.03312 -0.4 0.0 0.1 0.280
H -1.01456 -4.50523 -6.14563 0.3 0.0 -0.1 0.427
H 0.27906 -5.07203 -5.06668 -0.1 0.0 -0.2 0.408
Ce 2.53335 2.16109 -1.02103 -1.3 -0.4 -0.2 1.481
Cl -0.08728 1.28281 -1.23537 0.1 -0.2 0.7 -0.507
Cl 4.41708 2.77885 0.55698 1.1 0.3 0.9 -0.526
H 1.27540 4.35940 3.61579 0.0 -0.1 -0.2 0.312
H -0.80691 5.65824 3.14172 0.2 0.0 -0.2 0.234
C 1.62585 4.34271 2.57922 0.1 0.0 0.0 -0.764
C -0.23967 5.99611 2.26680 0.0 -0.1 0.1 -0.790
N 0.57461 4.90731 1.72838 -0.1 0.0 -0.4 0.392
H 1.85993 3.31185 2.27922 -0.1 0.4 0.1 0.081
C 0.48131 4.60135 0.44347 1.2 -0.8 -0.5 0.216
O 1.28287 3.81840 -0.15525 -1.9 2.3 1.5 -0.706
H -0.93352 6.33254 1.48863 0.1 0.0 0.3 0.255
H -0.33455 5.10717 -0.10095 0.3 -0.3 0.1 0.202
H 2.53618 4.95121 2.50332 -0.1 -0.2 0.0 0.353
H 0.41121 6.82587 2.57000 -0.1 -0.1 -0.1 0.336
H 1.58344 -1.35032 -3.30846 0.4 -0.2 0.1 0.120
H 2.53488 -4.26690 -1.48234 0.3 0.0 -0.2 0.286
C 2.60927 -1.69661 -3.09477 0.2 0.2 0.2 -0.789
C 3.30331 -3.48312 -1.43142 -0.6 -0.2 0.2 -1.033
N 2.72232 -2.17122 -1.70106 -0.1 0.5 0.3 0.388
H 3.29199 -0.85298 -3.27928 -0.1 -0.3 0.0 0.258
C 2.50745 -1.35225 -0.67140 0.6 1.6 -0.4 0.097
O 2.51910 -0.09004 -0.78118 -0.1 -3.2 0.2 -0.791
H 3.71582 -3.46729 -0.41644 0.1 -0.2 -0.3 0.353
H 2.36770 -1.82062 0.31943 0.2 0.2 -0.3 0.447
H 2.87624 -2.54811 -3.73077 -0.2 0.3 0.0 0.399
H 4.09611 -3.67838 -2.16391 -0.2 0.0 0.3 0.412
O -1.27396 -0.18665 -3.25720 0.2 -1.9 0.1 0.023
C -1.96078 -1.45352 -3.29447 0.2 0.9 -0.1 -0.146
C -0.56925 -2.65912 -1.58090 0.2 -0.6 0.2 0.403
C -1.80447 -2.15339 -1.97096 -0.4 0.4 0.1 0.806
H 0.32286 -2.42894 -2.18070 -0.7 -0.2 0.5 0.544
C -0.51575 -3.61115 -0.55695 0.0 0.3 0.1 -1.253
H -3.03418 -1.28504 -3.46005 0.1 0.1 0.0 0.630
C -2.93880 -2.36749 -1.18347 0.6 -0.3 -0.2 -0.758
H 0.40592 -4.16705 -0.38803 -0.1 0.2 0.2 0.207
C -1.65689 -3.90500 0.19813 0.1 0.0 -0.3 -0.630
C -2.84263 -3.23130 -0.09079 -0.5 -0.1 0.1 -0.766
H -3.87579 -1.88603 -1.48927 0.3 -0.3 0.3 0.398
H -1.62262 -4.67803 0.97613 0.0 0.5 -0.3 0.440
H -3.74415 -3.44088 0.48872 0.3 0.1 0.0 0.381
Si -1.51366 1.40128 -3.36001 -0.6 4.3 -2.2 1.087
Cl 3.41393 2.38476 -3.32235 0.7 0.1 -1.7 -0.512
C -0.36792 2.83394 -3.95648 1.1 -0.6 0.5 -1.017
C -2.52931 2.68032 -2.35450 -0.6 -0.2 0.6 -1.082
C -2.28843 1.60168 -5.14618 -0.7 -0.6 0.6 -1.575
H 0.30676 3.17732 -3.16677 0.1 0.2 -0.2 0.018
H -1.03922 3.66575 -4.24219 0.3 -0.6 0.1 0.280
H 0.22729 2.52652 -4.82097 0.1 0.3 0.0 0.270
H -1.51098 1.35868 -5.87470 -0.1 -0.2 0.0 0.306
H -2.60747 2.62951 -5.35754 0.0 -0.2 0.2 0.469
H -3.15052 0.95134 -5.27908 -0.2 -0.1 -0.5 0.348
H -3.21407 2.27667 -1.61504 -0.3 -0.1 0.2 0.280
H -3.11495 3.32467 -3.03358 0.2 -0.4 0.1 0.265
H -1.85826 3.35734 -1.79238 -0.1 -0.5 -0.3 0.098
C -1.40863 3.51791 5.16656 -0.1 0.0 -0.2 -0.381
C -0.37051 2.71329 5.63367 0.1 0.0 0.0 -0.665
C 0.16361 1.71102 4.82315 -0.3 0.1 -0.1 -0.549
C -0.34408 1.50001 3.53395 -0.2 0.2 0.2 0.208
C -1.35046 2.35790 3.04269 0.2 -0.3 0.2 -0.107
C -1.89372 3.34260 3.86612 0.0 0.0 0.1 -1.027
P 0.21028 0.12176 2.44585 0.1 0.3 -0.6 1.412
C 1.83823 -0.26470 3.16307 0.5 -0.1 0.3 -0.088
C 2.94954 0.23517 2.46089 -0.2 -0.1 0.1 0.520
C 4.24977 0.00808 2.89974 0.1 -0.2 0.3 -0.800
C 4.46748 -0.74667 4.06331 0.0 0.2 -0.4 -0.689
C 3.37215 -1.22924 4.78213 0.0 -0.1 0.1 -0.770
C 2.06464 -0.98295 4.34885 0.5 0.1 -0.1 0.090
C -0.85721 -1.23686 3.02294 -0.6 -0.5 0.1 0.314
C -0.36456 -2.52903 3.26586 -0.3 0.1 0.2 -0.173
C -1.19417 -3.50892 3.81623 -0.2 0.1 -0.1 -0.894
C -2.54721 -3.24014 4.04304 0.0 0.1 0.0 -0.488
C -3.07820 -1.99676 3.67792 0.2 -0.1 -0.1 -0.635
C -2.24429 -1.01136 3.14736 0.3 -0.2 0.3 -0.909
H -1.84362 4.28504 5.80921 0.1 -0.2 -0.2 0.384
H 0.02411 2.85690 6.64064 -0.1 0.0 -0.3 0.400
H 0.97166 1.08514 5.20051 -0.2 0.2 -0.1 0.289
H -1.71391 2.23180 2.01640 0.1 0.0 0.3 0.654
H -2.71018 3.96873 3.49089 0.3 -0.2 0.2 0.468
H 2.79797 0.82576 1.55222 0.0 -0.3 0.5 -0.481
H 5.08296 0.42565 2.32970 -0.3 -0.1 0.2 0.439
H 5.49375 -0.94137 4.39710 -0.5 0.1 -0.1 0.376
H 3.53657 -1.80723 5.69859 -0.1 0.2 -0.4 0.391
H 1.22986 -1.35811 4.94099 0.2 0.1 -0.2 0.593
H 0.67579 -2.77150 3.05144 -0.2 0.1 0.2 0.560
H -0.78161 -4.48754 4.07487 -0.1 0.3 -0.1 0.411
H -3.19344 -4.00226 4.49093 0.3 0.3 -0.2 0.359
H -4.14529 -1.79220 3.81380 0.4 -0.1 -0.1 0.411
H -2.66730 -0.04837 2.85606 0.1 -0.2 0.2 0.311

***

(2)
103
Properties=species:S:1:pos:R:3:forces:R:3:mulliken_charge:R:1 method="wB97M-V/def2-TZVPD" multiplicity=3 s_squared=2.05 total_charge=-2 e_above_lowest_kcal_mol=38.37 homo_energy_ev="0.202 / -2.008" e_tot_ha=-8971.16715
Ti 1.27876 -0.06982 0.11160 -1.8 0.6 0.4 -1.256
C 5.84226 2.65108 -4.32890 0.0 0.2 0.0 -0.748
O 5.91406 1.26168 -4.44220 -0.2 -0.5 0.2 -0.467
C 5.04576 0.50208 -3.65890 0.1 -0.1 -0.2 0.937
C 5.10376 -0.87222 -3.87790 0.1 0.1 -0.1 -0.979
C 4.26056 -1.71452 -3.19390 -0.1 0.1 0.1 -1.276
C 3.31196 -1.24102 -2.25730 -0.2 0.4 0.2 0.738
C 2.38026 -2.06722 -1.59310 1.0 -1.3 -1.0 0.303
C 2.27406 -3.56782 -1.80010 0.0 0.7 0.1 -1.830
O 1.51936 -1.56912 -0.77650 0.4 -1.4 -0.7 0.607
C 3.29596 0.18348 -1.99020 0.7 -0.4 -0.7 -0.181
O 2.51756 0.73608 -1.10100 0.0 0.3 0.1 -0.329
C 4.16346 1.01348 -2.71710 0.0 0.2 -0.1 -0.440
H 6.56096 3.04948 -5.05020 -0.1 0.0 0.1 0.228
H 6.11506 2.99328 -3.32370 0.0 0.0 0.0 0.286
H 4.84066 3.02698 -4.56870 0.0 0.0 0.0 0.298
H 5.81596 -1.25962 -4.59070 0.1 0.0 -0.1 0.400
H 4.33136 -2.77582 -3.38550 0.0 0.0 0.0 0.225
H 3.12266 -3.98792 -2.33020 0.1 0.0 0.0 0.475
H 1.36256 -3.78372 -2.35610 -0.1 -0.1 -0.1 0.188
H 2.17826 -4.05922 -0.83120 0.0 0.0 0.1 0.228
H 4.11176 2.07058 -2.49570 0.0 0.0 0.0 0.338
C -4.77124 -2.75762 2.44210 0.7 -0.3 0.0 -1.077
Si -3.01064 -3.53512 2.51130 -0.7 -0.3 0.5 0.459
C -3.31154 -5.38812 2.95630 0.1 0.6 -0.2 -1.288
C -2.09164 -2.78332 3.99120 -0.2 -0.2 -0.5 -1.005
C -2.30644 -3.49862 0.76590 0.1 0.2 0.4 0.678
C -2.93934 -4.23062 -0.22310 0.0 -0.1 0.0 -0.194
C -2.48924 -4.20762 -1.53850 -0.1 -0.1 -0.1 -1.329
C -1.38994 -3.40712 -1.80180 -0.3 -0.3 -0.1 -0.250
N -0.77214 -2.68862 -0.89360 -0.1 -0.1 -0.2 -0.041
C -1.18734 -2.70872 0.38070 -0.1 -0.1 -0.2 0.210
S -0.34044 -1.75802 1.52290 0.4 0.3 0.7 -0.350
H -5.36674 -3.05052 3.30180 -0.1 -0.1 0.3 0.391
H -5.30214 -3.07422 1.54910 -0.1 -0.1 -0.2 0.339
H -4.72034 -1.67492 2.42440 0.1 0.3 0.0 0.210
H -3.79234 -5.49602 3.92500 -0.1 0.1 0.2 0.296
H -2.37074 -5.93092 2.98990 0.2 -0.1 0.0 0.324
H -3.94804 -5.87212 2.22030 -0.1 -0.1 -0.2 0.317
H -2.62354 -2.96132 4.92220 -0.3 -0.2 0.2 0.363
H -1.96414 -1.71762 3.85460 0.0 0.2 0.0 0.240
H -1.09764 -3.20692 4.06960 0.2 -0.1 0.0 0.330
H -3.80664 -4.83062 0.02690 -0.1 -0.1 0.0 0.227
H -2.98394 -4.77102 -2.32240 0.0 0.0 0.0 0.332
H -0.98224 -3.34322 -2.80800 0.0 0.0 -0.1 0.480
Br 1.79966 4.11928 3.00810 0.0 -0.1 -0.1 -0.251
C 2.78656 2.48338 3.02300 -0.4 0.0 -0.3 0.109
C 3.81206 2.39388 3.94160 0.4 -0.2 0.2 -0.749
C 4.54496 1.22148 4.02040 -0.1 0.3 0.1 0.362
Br 5.94946 1.15638 5.32460 0.0 0.0 0.0 -0.351
C 4.27796 0.09728 3.22250 -0.2 0.4 -0.1 0.774
C 4.95516 -1.13032 3.25950 0.3 -0.4 0.1 -1.320
C 4.48456 -2.16592 2.43870 -0.1 0.0 -0.1 -0.855
C 3.42126 -1.96182 1.59670 0.1 -0.6 -0.2 -0.452
N 2.78836 -0.77122 1.47500 0.0 0.2 0.1 0.560
C 3.20736 0.22998 2.29660 -0.1 0.7 0.3 -0.282
C 2.44686 1.42378 2.15990 1.0 0.2 1.1 0.471
O 1.47946 1.42448 1.28690 0.1 0.7 0.6 0.799
H 4.03656 3.23138 4.58980 0.0 -0.1 -0.1 0.378
H 5.80446 -1.27352 3.91140 0.0 0.0 0.0 0.306
H 4.96746 -3.13392 2.46980 -0.1 -0.1 -0.1 0.388
H 3.04126 -2.76222 0.97420 0.0 0.0 0.0 0.331
C -4.21994 1.80878 -1.81510 0.2 0.0 0.2 -2.053
C -2.88064 1.07678 -1.79720 0.3 0.1 0.3 2.886
C -3.08394 -0.41782 -1.56520 0.1 -0.1 0.1 -1.875
C -2.20904 1.20148 -3.16200 0.1 0.1 0.0 -1.967
P -1.50654 1.63178 -0.51120 -1.9 1.5 -0.2 -1.276
N -0.39004 0.59688 -0.54080 0.6 -0.2 0.1 1.946
C -0.88844 3.40538 -1.07250 0.0 -0.4 0.1 3.029
C -0.15444 3.97938 0.13300 0.0 -0.3 0.0 -2.043
C 0.18286 3.15078 -2.13300 0.1 -0.3 0.0 -2.396
C -1.89994 4.42818 -1.58420 -0.1 -0.3 0.1 -2.165
C -2.41234 1.85998 1.21100 0.4 -0.2 -0.3 2.622
C -1.33194 1.86648 2.29170 0.2 -0.1 -0.1 -1.440
C -3.31424 3.08218 1.36360 0.2 0.0 -0.3 -2.166
C -3.23894 0.59788 1.45870 0.0 0.0 -0.2 -2.401
H -4.81804 1.44668 -2.65730 0.0 0.0 0.0 0.523
H -4.08954 2.88168 -1.92850 -0.1 0.2 0.0 0.249
H -4.79014 1.62968 -0.90540 -0.1 0.0 0.1 0.332
H -3.39674 -0.92272 -2.48100 0.0 0.0 -0.2 0.670
H -3.82904 -0.63852 -0.80810 -0.1 0.0 0.1 0.194
H -2.12764 -0.83352 -1.25500 -0.1 -0.2 0.0 -0.099
H -2.76604 0.64348 -3.92010 -0.1 0.0 0.0 0.639
H -1.21284 0.77018 -3.09020 0.2 0.0 -0.2 0.290
H -2.14314 2.23608 -3.48900 0.1 0.1 -0.1 0.330
H 0.49606 3.20488 0.53600 0.1 0.2 0.2 -0.016
H -0.83294 4.32708 0.90530 0.0 0.0 0.2 0.343
H 0.46246 4.83158 -0.15760 0.1 0.1 -0.2 0.561
H 0.77516 2.28078 -1.83590 0.1 0.1 -0.2 0.633
H 0.85216 4.01068 -2.21160 0.0 0.1 0.1 0.529
H -0.23884 2.97058 -3.11810 0.0 -0.1 -0.1 0.220
H -2.67644 4.62498 -0.84960 -0.1 0.1 0.1 0.289
H -2.37384 4.10968 -2.50990 -0.1 0.0 -0.1 0.326
H -1.38214 5.37188 -1.78680 0.1 0.0 0.0 0.524
H -0.81254 2.81628 2.36580 0.1 0.0 0.0 0.281
H -0.60224 1.08418 2.06670 -0.1 0.2 0.3 -0.053
H -1.77144 1.65868 3.26960 -0.2 0.0 0.1 0.620
H -2.74764 4.00718 1.33560 0.0 0.2 0.0 0.329
H -3.81564 3.03998 2.33240 -0.1 -0.1 0.1 0.473
H -4.07244 3.12138 0.58860 -0.2 0.1 -0.1 0.286
H -2.63944 -0.28612 1.25320 0.0 -0.2 0.0 0.128
H -4.14494 0.57498 0.85800 -0.1 0.0 -0.1 0.231
H -3.53674 0.56068 2.50800 0.0 0.1 0.1 0.844

***

(3)
103
Properties=species:S:1:pos:R:3:forces:R:3:mulliken_charge:R:1 method="wB97M-V/def2-TZVPD" multiplicity=6 s_squared=9.13 total_charge=0 homo_energy_ev="-6.043 / -7.718" e_tot_ha=-4405.71291
Mn 0.35435 -0.17555 -1.01082 -1.5 0.2 1.1 0.791
S -0.76555 2.06075 0.77968 0.3 0.4 -0.4 -0.488
C -1.58825 1.15995 1.97568 0.0 0.8 0.0 0.351
N -2.18195 1.80245 3.02398 0.3 -0.4 -0.4 0.231
C -2.91235 1.01565 3.98158 -0.1 -0.4 0.3 -0.783
C -2.12085 -0.25875 4.26438 -0.2 0.4 0.3 -0.811
N -1.93275 -0.96555 3.02338 0.2 0.4 -0.4 0.533
C -1.93325 -2.40915 3.06038 0.0 -0.4 -0.1 -1.462
C -3.34325 -2.93685 3.17348 0.0 -0.1 0.1 0.590
C -4.22835 -2.76785 2.11338 0.0 0.0 -0.1 -0.053
C -5.53975 -3.19415 2.21698 0.0 0.0 -0.1 -0.828
C -5.98685 -3.79965 3.37868 -0.1 -0.1 0.1 -0.378
C -5.11425 -3.97325 4.43828 -0.1 -0.1 0.1 -0.631
C -3.80085 -3.54525 4.33608 0.1 0.0 -0.1 -0.333
C -1.63915 -0.24165 1.90568 -0.1 -0.6 0.2 -0.527
S -1.50045 -1.02705 0.38608 -0.5 -0.4 -0.5 -0.500
C -2.19775 3.23785 3.17328 0.0 0.3 0.0 -1.300
C -1.45865 3.64815 4.42028 -0.1 0.1 0.0 0.503
C -0.09725 3.38885 4.52378 0.0 0.0 0.0 -0.189
C 0.59145 3.72995 5.67248 0.0 0.0 0.0 -0.731
C -0.07345 4.33155 6.72918 0.0 0.1 0.1 -0.394
C -1.42905 4.59145 6.63168 0.0 0.1 0.2 -0.596
C -2.11935 4.24675 5.48308 0.0 0.0 -0.2 -0.316
H -3.91015 0.75215 3.59648 0.1 0.0 0.1 0.282
H -3.03465 1.60075 4.89558 0.0 -0.1 0.0 0.471
H -2.66635 -0.90425 4.95768 0.0 0.1 -0.1 0.472
H -1.15455 0.01635 4.71678 -0.1 -0.1 0.0 0.265
H -1.32875 -2.73265 3.91438 0.0 0.0 -0.1 0.478
H -1.45335 -2.76955 2.14698 0.0 0.0 0.2 0.464
H -3.88095 -2.30415 1.20078 0.1 0.1 -0.1 0.451
H -6.21625 -3.05045 1.38638 0.0 0.0 -0.1 0.405
H -7.01025 -4.13725 3.45558 -0.1 0.0 0.0 0.384
H -5.45875 -4.43795 5.35128 0.0 -0.1 0.0 0.383
H -3.12285 -3.69665 5.16558 0.1 0.0 0.1 0.404
H -3.24065 3.57835 3.21068 0.1 0.0 0.0 0.393
H -1.71795 3.66305 2.28808 -0.2 0.0 0.2 0.374
H 0.42555 2.92715 3.69808 0.0 -0.1 -0.1 0.490
H 1.64895 3.52785 5.74098 0.1 0.0 0.0 0.433
H 0.46665 4.60295 7.62368 0.0 0.0 0.1 0.377
H -1.95265 5.06085 7.45138 0.0 0.0 0.1 0.382
H -3.17855 4.45555 5.40508 -0.1 0.0 0.0 0.368
O -1.04175 1.43535 -2.14832 0.3 -0.3 0.1 -0.289
C -2.14755 0.87545 -2.82002 -0.1 0.1 -0.2 -0.868
C -2.03815 -0.62535 -2.97982 0.1 0.2 0.1 0.388
C -3.03665 -1.31945 -3.65272 0.2 0.0 0.0 -1.116
C -2.95675 -2.69555 -3.75342 0.2 0.2 0.2 -0.675
C -1.89105 -3.33515 -3.13382 0.0 0.1 -0.1 -1.136
C -0.93225 -2.57045 -2.49492 0.0 -0.3 0.0 -0.756
N -0.97985 -1.23565 -2.44012 0.0 0.0 0.0 1.416
H -1.30335 1.81605 -1.27542 -0.1 -0.1 0.1 -0.143
H -2.20905 1.33495 -3.81972 -0.1 -0.1 0.2 0.376
H -3.08205 1.08645 -2.28402 0.2 0.0 -0.1 0.497
H -3.86245 -0.77415 -4.08222 -0.1 0.1 -0.1 0.553
H -3.71285 -3.25785 -4.28212 0.0 0.0 0.0 0.434
H -1.80325 -4.40905 -3.15042 0.1 -0.1 0.0 0.521
H -0.09555 -3.04215 -1.99252 0.0 0.0 0.0 0.497
C 2.34375 2.57315 -1.22932 -0.2 -0.4 -0.1 -1.642
C 3.30665 1.51655 -1.78462 -0.4 -0.4 -0.2 2.946
C 4.32915 2.18705 -2.70302 -0.3 -0.2 -0.1 -2.006
C 4.08775 0.94725 -0.60072 -0.2 -0.3 0.0 -2.267
Si 2.15135 0.11035 -2.68292 2.1 0.3 -1.3 0.043
C 1.72165 0.73855 -4.55752 -0.3 -0.2 0.6 2.604
C 2.94305 0.64705 -5.47062 0.1 -0.1 0.3 -1.904
C 1.22365 2.18385 -4.54802 0.1 -0.1 0.2 -1.933
C 0.61535 -0.09135 -5.21722 0.1 0.0 0.2 -1.690
C 3.08225 -1.68215 -2.79402 -0.4 0.4 0.2 2.909
C 4.56425 -1.57905 -3.15252 -0.2 0.3 0.1 -1.713
C 2.42985 -2.61805 -3.81592 0.0 0.3 0.1 -2.114
C 2.96535 -2.35075 -1.41932 -0.2 0.3 -0.1 -1.838
H 2.88595 3.31555 -0.64462 0.1 0.1 0.1 0.576
H 1.60735 2.09775 -0.57122 0.1 0.3 0.1 0.004
H 1.80465 3.08825 -2.01802 -0.1 0.1 -0.1 0.210
H 4.93455 2.88165 -2.11882 0.0 0.1 0.1 0.550
H 3.85915 2.75485 -3.49922 0.0 0.1 -0.2 0.391
H 5.00035 1.45105 -3.13762 0.2 0.0 -0.1 0.352
H 4.58965 1.75495 -0.06842 0.1 0.2 0.0 0.649
H 4.84845 0.23995 -0.91592 0.1 -0.1 0.0 0.233
H 3.42195 0.46125 0.09928 0.1 0.0 0.1 0.153
H 3.79045 1.19825 -5.08212 0.2 0.1 0.0 0.281
H 2.69535 1.05915 -6.45012 -0.1 0.1 -0.1 0.600
H 3.23945 -0.38725 -5.61552 0.1 -0.1 -0.1 0.324
H 1.99225 2.87025 -4.21152 0.0 0.2 0.0 0.334
H 0.35975 2.28295 -3.89722 -0.1 0.2 0.1 0.152
H 0.93485 2.48385 -5.55772 0.0 0.0 -0.1 0.543
H 0.87225 -1.14255 -5.26012 -0.1 -0.2 -0.1 0.294
H 0.46865 0.25405 -6.24392 0.0 0.1 -0.1 0.613
H -0.32945 0.00995 -4.69532 -0.2 0.0 0.0 0.176
H 4.71065 -1.10535 -4.11832 0.1 0.1 -0.2 0.300
H 4.99765 -2.57855 -3.19702 0.1 -0.2 0.0 0.552
H 5.11345 -1.01685 -2.40572 0.2 0.1 0.0 0.286
H 2.67305 -2.31835 -4.83202 -0.1 0.0 -0.2 0.338
H 1.35065 -2.64115 -3.70222 -0.2 -0.1 -0.1 0.318
H 2.80795 -3.63165 -3.67742 0.1 -0.1 0.0 0.597
H 3.55685 -1.82245 -0.67712 -0.1 0.1 0.2 0.318
H 3.32805 -3.37795 -1.45972 0.0 -0.2 0.0 0.658
H 1.92095 -2.37025 -1.07842 0.2 -0.2 0.1 -0.050
F 2.28415 -1.11595 3.86638 -0.2 -0.1 -0.2 -0.267
C 2.60355 -0.63115 2.65738 0.0 0.1 0.2 0.475
F 2.64045 0.70665 2.77568 -0.2 0.0 -0.2 -0.237
F 3.86485 -1.02675 2.39788 0.0 -0.1 -0.2 -0.289
C 1.63285 -1.13435 1.52108 0.1 -0.9 1.1 0.195
O 1.10955 -2.22115 1.65358 0.2 -0.1 0.2 -0.592
O 1.56145 -0.32535 0.56368 0.0 1.0 -1.4 -0.083